1.
Here is C46H47AlBrF7NO3 as an isolated structure from OMol25. Energies are from ωB97M-V/def2-TZVPD.

Structure (XYZ):
```
106
Properties=species:S:1:pos:R:3:mulliken_charge:R:1
H -5.38948 3.67729 -7.36834 0.35
H -2.22114 -10.62373 -3.46669 0.35
H -0.67814 -2.68266 -0.77945 0.37
C 0.46047 3.45665 -2.42441 -0.18
H 0.52610 2.79781 -1.56929 0.41
H -0.73946 0.99661 1.41453 0.38
H 2.89315 2.41832 4.23073 0.45
H -4.13552 -5.90825 -4.18007 0.61
H -6.98924 -9.45663 -2.84820 0.42
C -0.65872 4.19281 -4.43332 -0.67
F 2.45048 4.51900 -1.77891 -0.24
C -3.68388 4.88681 -6.92542 -0.34
H 1.39587 3.39801 0.67783 0.40
C 0.79014 -0.45257 7.85510 -0.64
C -1.71469 -1.06441 -1.71478 -0.53
H -5.27657 4.07855 -9.80693 0.37
H -3.49834 5.52678 -10.73458 0.35
H 0.28328 5.80644 -5.48891 0.36
H 3.87185 2.11231 1.77593 0.18
H -3.71263 4.72679 -5.85638 0.48
F -5.41105 -7.47856 -3.33308 -0.32
C 2.87838 1.98507 1.33553 -0.05
C -4.19089 -11.37901 -3.07101 -0.60
C -0.63599 -0.91433 0.43844 -0.92
H 2.41002 1.17147 1.90462 0.25
C 0.72557 -0.98935 9.12439 0.55
F -0.60942 -3.15388 -3.91222 -0.34
O 2.27340 3.49328 6.25410 -0.30
C 4.22924 -0.32991 6.28432 0.38
C 1.23804 1.10757 10.11531 -0.30
C 2.04685 3.27622 1.56048 -0.82
C -3.66953 -9.05188 -3.42583 -0.39
C 1.38597 5.26642 -3.73708 -0.77
H 1.15591 1.35472 6.74894 0.44
C -2.53594 -4.33921 -6.71853 -0.26
N 2.78157 4.50730 1.78672 -0.16
Al 3.91955 4.70890 3.22885 -0.29
H -0.05893 -1.37392 1.22966 0.43
H 5.89113 4.28829 2.11734 0.28
O 3.64759 3.39656 5.88629 -0.29
C -3.41571 -5.28259 -4.68838 -0.21
C -3.45819 -5.14976 -6.07026 -0.73
H 4.40329 -2.31855 5.52475 0.43
C -1.75097 1.01865 -0.47035 -0.48
H 4.03547 1.33917 -0.42196 0.38
C -1.56637 -3.65680 -5.99653 -0.60
C -5.00830 -8.76776 -3.24634 0.63
O 5.57768 4.96097 2.72415 -0.55
C -3.55247 5.34847 -9.66830 -0.28
H -2.39064 -4.69648 -2.87336 0.45
C 5.06731 0.10756 8.45952 -0.43
C 0.94129 -0.24194 10.26436 -0.58
H -2.04999 2.05709 -0.41903 0.52
H -1.35180 2.61238 -3.15314 0.35
C -5.52997 -11.05647 -2.89786 -0.30
H -1.47948 4.10163 -5.13087 0.35
C 1.42893 4.41522 -2.64941 0.29
C -3.26642 -10.37703 -3.33332 -0.34
C 5.22364 -2.09895 7.51886 -0.28
H 5.52562 -3.13586 7.59950 0.37
C -1.01801 0.41669 0.54397 -0.17
H 2.60998 2.33312 -0.79546 0.10
H 1.41990 1.71159 10.99574 0.37
F 3.60517 0.11646 5.17476 -0.21
C -2.44987 -4.61058 -3.95020 -0.50
H -6.25398 -11.83482 -2.69437 0.35
C -4.61246 4.30839 -7.77986 -0.37
H -2.97061 -8.25298 -3.63321 0.43
F -1.79500 6.25495 -6.65459 -0.29
C 0.32986 5.14792 -4.63263 -0.15
C -2.70427 5.68957 -7.47544 0.44
C 1.30924 1.68043 8.85290 -0.65
H -2.56776 -4.23359 -7.79536 0.36
H 4.63388 2.50335 4.38804 0.44
Br 3.27657 6.61311 4.48917 -0.50
H 0.62609 -1.08521 6.99321 0.45
H -3.86821 -12.40906 -3.00088 0.37
H -4.21182 -5.67716 -6.64012 0.40
C -0.98513 -1.64843 -0.68752 -0.03
C 5.45411 -1.22322 8.57010 -0.67
F 0.44131 -2.30871 9.26152 -0.35
C -4.54986 4.53471 -9.14810 -0.56
C 1.08155 0.89893 7.72784 -0.20
F -2.78264 0.84241 -2.57735 -0.39
C 3.71643 3.10792 4.45377 -0.57
H 0.87888 -0.71291 11.23597 0.43
H -1.83031 6.57788 -9.20819 0.42
H 5.93448 -1.57643 9.47353 0.38
H 2.43417 0.62996 -0.31507 0.18
C -2.61615 5.93842 -8.83067 -0.56
C 4.60275 -1.65681 6.35685 -0.72
C -0.58487 3.35490 -3.32867 -0.17
H 1.93382 4.16738 5.63846 0.24
H 1.36290 3.11316 2.40382 0.24
C -5.95398 -9.73727 -2.98325 -0.60
H -0.83930 -3.01430 -6.47345 0.44
H -1.98717 -1.61008 -2.60599 0.31
H 1.55210 2.72690 8.72670 0.47
C -2.07942 0.25812 -1.57473 0.50
C -1.54705 -3.81331 -4.62507 0.40
H 4.14105 1.60261 7.17443 0.60
H 2.16587 6.00430 -3.86709 0.43
H 3.17627 4.82322 0.90645 0.32
C 4.45036 0.57252 7.30774 -0.20
H 5.24325 0.79448 9.27789 0.39
C 2.99993 1.55084 -0.14326 -0.94
```

Output
strongest force on any atom	0.010	hartree/bohr
E_HOMO	-4.72	eV
charge	-1
electronic energy	-5577.144802	Eh
molar mass	901.8	u
LUMO energy	1.710	eV

=====

2.
Here is C46H47F4MoN8O6S2Si2 as an isolated structure in a non-equilibrium geometry from OMol25. Energies are from ωB97M-V/def2-TZVPD.

Structure (XYZ):
```
116
Properties=species:S:1:pos:R:3:mulliken_charge:R:1
H 1.89159 -3.22442 0.70354 0.45
C 4.73982 -0.84069 1.88893 -0.91
H 1.55696 3.38044 2.52491 0.60
H -0.45834 -2.09251 3.23724 0.74
C 0.83026 1.96722 -1.47452 1.73
N 7.37442 6.31216 -2.28519 -0.35
C 0.17493 -3.48731 1.74741 -0.37
C 3.08487 3.72494 -2.03290 -0.18
H -1.50266 -4.96557 -2.38025 0.23
C -4.85510 3.77375 0.28913 -0.96
C -0.59135 3.15785 -2.90936 -0.89
S -3.88033 -5.29435 1.99087 1.41
H 0.70059 -5.11654 0.45040 0.51
C 1.69432 4.98243 -3.57288 -0.06
O -3.90093 -6.64347 1.54154 -0.62
N 2.41621 -0.08614 1.33415 1.20
C 4.96618 7.63922 -4.29277 -0.23
C 3.75591 -0.18470 -3.32840 -1.26
C 3.93822 1.91718 3.07605 -1.41
C -4.68859 -1.25369 1.97350 0.41
H 0.71710 -0.13027 4.26107 0.15
C -2.76456 0.02563 2.90999 0.20
H -5.22045 0.00686 -0.50957 0.60
H 2.27284 -0.98955 4.18852 0.31
H -2.13725 -2.41479 -2.60296 0.27
H -7.16563 1.50979 -0.71535 0.49
C 1.81085 3.89368 -2.65511 0.91
C 0.83981 -0.95968 -3.54885 -0.80
H -7.97679 -0.48336 1.81283 0.49
C 3.63763 -0.67413 1.03913 0.60
C -2.71107 0.62874 0.15830 0.72
H 4.55020 1.95889 2.17066 0.41
C 1.80176 -0.00050 4.22420 -1.02
C -1.97374 -3.07595 -1.74157 0.39
C 2.90586 -3.15784 -3.23630 -1.13
H 4.92451 -2.15199 -1.77774 0.29
C -6.20779 1.91052 -0.40520 -0.94
H -2.57219 -2.67200 -0.92142 -0.58
O -0.26230 -1.69023 -0.79246 0.84
H -6.40771 -2.31378 1.25504 0.53
H 2.80597 -3.24896 -4.32592 0.43
C -0.70999 -2.99054 2.68910 -0.32
H -4.75571 4.82762 0.52017 0.45
H -4.73881 1.83584 3.39156 0.47
O -4.60225 -4.81932 3.11818 -0.60
H 4.70303 -0.52991 2.92376 0.48
H 3.29142 0.56964 -3.97114 0.48
H 0.24799 2.39092 3.16044 0.38
H -2.79230 3.35418 0.67715 0.43
H -2.58141 0.58386 3.82888 0.73
H -1.45834 -6.29382 0.81664 0.50
H -2.64503 -3.28158 3.61691 0.71
C -3.75169 2.93501 0.38308 -0.28
C 3.66842 -1.20705 -0.27597 0.80
C 5.87379 -1.43687 1.39850 -0.97
H -3.02766 -0.41481 0.17914 -1.11
Si 2.30649 1.09204 2.83754 0.47
H -6.94280 3.91378 -0.18117 0.47
H 0.64268 2.34179 1.43783 -0.05
H -2.27211 -0.94257 2.94968 -0.77
F 0.55120 5.18731 -4.19663 -0.28
C -6.45008 0.79485 2.61897 -0.77
H 3.92569 -3.44792 -2.98369 0.43
C -0.03356 -4.70887 1.13770 -0.52
Mo 0.94948 -0.65561 0.23155 -0.77
C 4.86026 -1.77279 -0.76974 -0.50
C 4.02044 5.66099 -3.17892 -0.04
C -3.88218 1.57824 0.09110 0.08
H -4.02384 -4.69601 -0.05802 0.32
C -5.11157 1.06739 -0.29868 -0.16
F 2.54792 6.78741 -4.66865 -0.25
H -3.06510 -4.55084 -2.63815 0.27
N 1.33234 -2.67520 1.34885 -0.04
C 0.73880 3.04460 -2.36497 -0.08
C 1.06997 2.40446 2.43699 -0.95
N 4.96698 8.56436 -4.97894 -0.29
C -2.19165 -4.78648 2.15967 0.21
F 5.25114 4.30422 -1.64087 -0.26
H 2.11037 0.45881 5.17183 0.56
N 0.68126 1.04216 -0.79781 -1.06
C -0.53287 -2.90987 -1.39318 -0.22
C 5.94342 -1.87676 0.06111 -1.05
H 6.85538 -2.32932 -0.30820 0.49
S -1.76058 0.90525 1.65178 0.01
N -2.29468 -4.47226 -1.98777 -0.52
H 4.53038 1.44805 3.86624 0.42
C -1.24068 -5.36061 1.32729 -0.92
H 0.99834 -0.14978 -4.26733 0.50
H 0.06777 -0.63634 -2.85761 -0.21
C 2.72532 5.81415 -3.82260 0.27
N 2.43517 -1.17630 -0.91225 1.00
H 2.21819 -3.86414 -2.77484 0.18
C 6.33298 6.37837 -2.77047 -0.26
Si 2.47500 -1.43143 -2.81667 0.82
C -6.04192 -1.39440 1.69676 -0.86
H 3.73174 2.94537 3.38932 0.53
C 4.12620 4.53687 -2.26404 0.33
C 5.05094 6.51586 -3.40606 1.43
N -1.68439 3.11764 -3.27229 -0.47
O -4.32169 -4.33897 0.80020 -0.45
H -7.14051 1.58982 2.87737 0.46
O 0.34080 -3.68824 -1.61399 -0.63
H 4.24264 0.31843 -2.48918 0.29
O -0.49462 -0.06341 1.47646 0.31
C -1.90764 -3.64675 2.90751 -1.05
H -1.99443 0.78705 -0.64762 0.86
F 3.23227 2.71387 -1.16870 0.08
C -6.08258 3.26041 -0.10541 -0.53
C -6.91855 -0.36963 2.01625 -0.64
H -4.00944 -2.06843 1.74049 0.24
H 0.44295 -1.81163 -4.11280 0.43
C -5.10167 0.93267 2.90593 -0.58
H 1.91056 -2.50125 2.16464 0.43
C -4.21963 -0.09248 2.58203 0.08
H 4.54215 -0.67348 -3.91649 0.37
H 6.72605 -1.57445 2.05354 0.51
```

Output
strongest force on any atom	0.030	hartree/bohr
E_HOMO (alpha / beta)	-15.24 / -15.24	eV
charge	+3
electronic energy	-4512.685142	Eh
molar mass	1100.2	u
LUMO energy (alpha / beta)	-10.832 / -10.828	eV
energy above the lowest of the compared OMol25 structures with the same formula, charge and spin	0.0	kcal per mole